1.
{
  "formula": "H7NO3Si2",
  "method": "ωB97M-V with the def2-TZVPD basis set",
  "homo_ev": -9.47,
  "smiles": "N[Si@H](O)O[SiH2]O",
  "energy_ev": -23506.0825,
  "e_lumo_ev": 0.64,
  "relative_energy_ev": 0.6234,
  "spin_multiplicity": 1,
  "homo_lumo_gap_ev": 10.11,
  "symbols": ["N", "O", "O", "O", "Si", "Si", "H", "H", "H", "H", "H", "H", "H"],
  "positions_angstrom": [[1.597, 0.677, -1.308], [-2.769, -1.253, -0.191], [2.293, -1.313, 0.220], [-0.388, -0.198, 0.365], [-1.934, 0.107, -0.175], [1.217, -0.041, 0.346], [2.193, 1.472, -1.239], [2.036, -0.076, -1.865], [-2.975, -1.900, 0.589], [2.398, -2.207, 0.308], [-2.607, 0.857, 0.930], [-1.799, 0.449, -1.593], [1.508, 0.651, 1.523]],
  "atomic_forces_ev_per_a": [[-0.8, -1.4, 1.8], [-1.6, -3.7, 1.8], [-1.1, 3.4, 0.0], [-0.7, -0.4, 0.2], [1.4, -0.1, 1.2], [1.0, -0.7, -4.0], [0.6, 0.6, -0.3], [-0.1, 0.9, 0.5], [0.8, 2.3, -2.3], [-0.1, -3.1, 0.6], [0.3, 0.6, -0.6], [-0.3, 0.6, 0.1], [0.6, 1.0, 1.2]]
}

---

2.
{
  "formula": "C5H8O2",
  "method": "ωB97M-V with the def2-TZVPD basis set",
  "homo_ev": -9.87,
  "smiles": "O=CCC1(O)CC1",
  "energy_ev": -9407.5881,
  "e_lumo_ev": 0.82,
  "relative_energy_ev": 2.2441,
  "spin_multiplicity": 1,
  "homo_lumo_gap_ev": 10.69,
  "symbols": ["O", "C", "C", "C", "O", "C", "C", "H", "H", "H", "H", "H", "H", "H", "H"],
  "positions_angstrom": [[0.513, 1.721, -0.168], [0.396, 0.324, -0.288], [0.880, -0.380, 1.054], [-0.406, -0.874, 1.649], [-1.378, -0.154, 1.712], [0.441, -0.085, -1.729], [-0.893, -0.055, -0.941], [-0.114, 1.951, 0.534], [1.661, -1.156, 1.098], [1.280, 0.461, 1.627], [-0.494, -1.954, 1.875], [0.700, -1.108, -1.994], [0.800, 0.661, -2.451], [-1.682, 0.702, -1.001], [-1.302, -1.053, -0.776]],
  "atomic_forces_ev_per_a": [[0.0, 0.0, 0.3], [0.2, -0.5, 0.4], [-0.1, 0.3, -0.6], [-0.5, 0.3, 0.0], [0.3, -0.4, 0.7], [-0.2, -0.2, 0.1], [0.2, -0.1, -0.7], [0.1, 0.2, -0.2], [-0.3, 0.2, -0.8], [-0.2, -0.1, 0.2], [0.0, 0.1, 0.2], [0.2, 0.2, 0.2], [-0.5, -0.2, 0.4], [0.6, -0.1, -0.3], [0.2, 0.3, 0.0]]
}

---

3.
{
  "formula": "C12H18N4O6",
  "method": "ωB97M-V with the def2-TZVPD basis set",
  "homo_ev": -9.11,
  "smiles": "CCOC(=O)NC(=O)c1cn(CCNCCO)c(=O)[nH]c1=O",
  "energy_ev": -30983.6110,
  "e_lumo_ev": 0.25,
  "relative_energy_ev": 0.1723,
  "spin_multiplicity": 1,
  "homo_lumo_gap_ev": 9.36,
  "symbols": ["C", "C", "H", "H", "O", "C", "O", "N", "C", "O", "C", "C", "N", "C", "O", "N", "C", "O", "H", "C", "H", "C", "N", "H", "C", "C", "O", "H", "H", "H", "H", "H", "H", "H", "H", "H", "H", "H", "H", "H"],
  "positions_angstrom": [[5.861, -0.063, 1.098], [5.043, 0.515, -0.048], [5.474, 0.216, -1.009], [4.987, 1.603, 0.017], [3.685, 0.079, 0.009], [3.427, -1.121, -0.493], [4.226, -1.856, -1.009], [2.090, -1.478, -0.383], [1.063, -0.765, 0.182], [1.175, 0.320, 0.707], [-0.259, -1.444, 0.091], [-1.325, -0.795, 0.640], [-2.586, -1.267, 0.619], [-2.895, -2.462, -0.022], [-4.022, -2.882, -0.114], [-1.806, -3.129, -0.522], [-0.478, -2.719, -0.557], [0.353, -3.433, -1.090], [-2.006, -4.017, -0.973], [-3.669, -0.377, 0.969], [-3.413, 0.146, 1.891], [-3.859, 0.625, -0.192], [-2.585, 1.221, -0.516], [-2.445, 1.348, -1.511], [-2.250, 2.451, 0.172], [-0.892, 2.944, -0.335], [-0.932, 3.247, -1.710], [-1.497, 4.017, -1.846], [-0.147, 2.154, -0.222], [-0.575, 3.816, 0.251], [-2.189, 2.263, 1.248], [-3.014, 3.235, 0.011], [-4.618, 1.365, 0.102], [-4.233, 0.073, -1.056], [-4.573, -0.970, 1.113], [-1.149, 0.133, 1.161], [1.849, -2.384, -0.796], [6.867, 0.346, 1.071], [5.918, -1.145, 1.004], [5.399, 0.187, 2.050]],
  "atomic_forces_ev_per_a": [[-0.3, 0.0, -0.2], [0.6, -0.1, -0.1], [-0.1, 0.1, 0.1], [0.0, -0.1, -0.1], [-0.3, 0.1, 0.1], [0.0, 0.1, 0.0], [0.2, -0.1, -0.1], [0.1, -0.2, -0.1], [-0.2, -0.1, 0.0], [-0.1, 0.2, 0.2], [-0.1, 0.1, 0.1], [0.8, -0.2, -0.2], [0.0, -0.3, 0.2], [0.1, 0.0, 0.1], [-0.3, -0.1, -0.1], [0.0, -0.4, -0.2], [-0.2, 0.3, 0.2], [0.1, -0.2, -0.1], [0.0, 0.2, 0.1], [-0.5, 0.4, -0.3], [0.0, -0.1, 0.0], [0.0, -0.2, 0.3], [-0.1, 0.3, -0.4], [-0.1, 0.0, 0.1], [0.3, 0.1, -0.2], [-0.2, 0.0, 0.6], [-0.2, 0.1, -0.5], [0.1, -0.1, 0.0], [-0.1, 0.1, 0.1], [0.0, -0.1, 0.0], [0.0, 0.1, 0.1], [0.1, -0.1, 0.1], [0.0, -0.1, -0.1], [0.0, 0.0, 0.0], [0.1, 0.1, 0.1], [0.0, 0.0, 0.0], [0.1, 0.2, 0.1], [0.1, 0.0, 0.0], [0.0, -0.1, 0.0], [0.0, 0.0, 0.1]]
}

---

4.
{
  "formula": "C7H9Cl4N2",
  "method": "ωB97M-V with the def2-TZVPD basis set",
  "homo_ev": -13.26,
  "energy_ev": -60466.7543,
  "e_lumo_ev": -4.93,
  "charge": 1,
  "spin_multiplicity": 1,
  "homo_lumo_gap_ev": 8.33,
  "symbols": ["N", "C", "C", "C", "C", "C", "C", "N", "H", "H", "H", "H", "H", "H", "H", "H", "H", "C", "Cl", "Cl", "Cl", "Cl"],
  "positions_angstrom": [[1.508, -0.994, 0.273], [0.772, -0.057, -0.656], [-0.781, -0.349, -0.418], [-1.687, 0.695, 0.072], [-3.107, 0.320, 0.279], [-3.507, -1.080, -0.007], [-2.513, -2.057, -0.483], [-1.194, -1.653, -0.678], [0.871, -1.155, 1.067], [1.530, -1.887, -0.230], [1.008, -0.245, -1.735], [0.939, 1.022, -0.372], [-1.337, 1.734, 0.308], [-3.807, 1.098, 0.665], [-4.549, -1.447, 0.136], [-2.768, -3.126, -0.680], [-0.505, -2.333, -1.002], [3.829, 2.302, 0.694], [4.209, 0.717, 1.375], [2.203, 2.793, 1.218], [5.014, 3.491, 1.253], [3.873, 2.210, -1.078]],
  "atomic_forces_ev_per_a": [[-1.2, 0.2, -1.2], [-1.6, -0.3, 1.0], [0.0, 1.5, -0.2], [-1.6, -2.9, -0.4], [2.3, -1.7, -0.8], [2.3, 0.2, -0.4], [-0.8, 2.3, 0.8], [-2.2, 1.7, 0.9], [0.8, 0.1, -0.1], [0.5, 0.2, 0.4], [0.0, 0.3, 1.0], [0.0, -1.3, -0.5], [-0.2, -1.3, -0.4], [0.5, -1.0, -0.4], [1.0, 0.5, -0.1], [0.3, 1.2, 0.2], [-0.2, 0.3, 0.1], [0.3, 0.0, 0.0], [0.0, 0.2, 0.0], [0.0, 0.1, 0.0], [-0.2, -0.2, -0.1], [-0.1, 0.0, 0.1]]
}

---

5.
{
  "formula": "C11H24ClIN2O3PSm",
  "method": "ωB97M-V with the def2-TZVPD basis set",
  "homo_ev": [-14.16, -14.16],
  "energy_ev": -68721.4348,
  "e_lumo_ev": [-7.92, -7.75],
  "charge": 2,
  "spin_multiplicity": 6,
  "s_squared": 8.7697,
  "homo_lumo_gap_ev": [6.25, 6.41],
  "symbols": ["C", "C", "H", "H", "H", "O", "I", "Sm", "P", "C", "C", "H", "H", "H", "C", "H", "H", "H", "H", "H", "H", "C", "O", "Cl", "C", "N", "C", "C", "O", "N", "C", "C", "H", "H", "H", "H", "H", "H", "H", "H", "H", "H", "H", "H"],
  "positions_angstrom": [[-3.232, -7.116, 0.846], [-2.108, -6.140, 1.009], [-2.949, -8.097, 1.259], [-3.468, -7.218, -0.221], [-4.119, -6.736, 1.369], [-1.009, -6.345, 1.526], [-2.575, -4.174, 0.212], [-0.301, -0.109, 0.221], [0.808, -0.712, -2.292], [2.552, -0.572, -2.481], [0.282, -2.407, -2.533], [-1.134, 0.248, -3.370], [0.264, -0.104, -4.459], [0.271, 1.354, -3.396], [-0.044, 0.306, -3.494], [-0.800, -2.524, -2.383], [0.563, -2.631, -3.566], [2.726, -0.914, -3.502], [3.060, -1.205, -1.750], [0.803, -3.074, -1.834], [2.859, 0.467, -2.343], [1.968, 0.349, 0.592], [2.982, 0.742, 1.014], [-2.509, -0.587, -0.839], [0.183, 1.521, 3.544], [0.290, 2.869, 2.939], [0.393, 3.995, 3.819], [0.261, 2.973, 1.585], [0.068, 1.853, 0.953], [0.347, 4.045, 0.758], [0.462, 5.437, 1.107], [0.290, 3.785, -0.701], [0.198, 1.610, 4.637], [1.030, 0.884, 3.254], [-0.763, 1.026, 3.272], [1.345, 4.508, 3.649], [-0.468, 4.658, 3.680], [0.382, 3.662, 4.852], [1.376, 5.833, 0.649], [-0.399, 5.975, 0.690], [0.501, 5.633, 2.171], [1.132, 3.164, -1.042], [-0.655, 3.307, -1.006], [0.356, 4.738, -1.249]],
  "atomic_forces_ev_per_a": [[0.0, -0.2, 0.1], [3.8, -1.4, 2.0], [0.0, 0.4, -0.1], [0.0, 0.1, 0.2], [0.2, 0.0, -0.2], [-3.9, 0.9, -1.9], [0.1, 0.3, 0.0], [-3.3, -1.3, 0.1], [-1.6, 0.7, 2.1], [0.4, -0.1, -0.6], [0.2, -0.3, -0.3], [0.4, -0.1, -0.1], [-0.3, 0.4, -0.3], [0.0, -0.3, -0.2], [0.2, 0.1, -0.4], [0.3, 0.1, -0.2], [-0.2, -0.5, 0.0], [0.8, 0.1, 0.0], [0.1, 0.0, -0.2], [0.0, 0.1, -0.3], [0.1, -0.1, -0.2], [7.5, 2.0, 2.5], [-4.6, -1.7, -2.1], [0.2, 0.2, 0.0], [-0.1, 0.0, -0.1], [0.0, -0.7, -1.4], [0.1, 1.0, 0.5], [-0.4, 0.3, -0.3], [0.0, 0.0, 0.2], [0.0, -1.5, 0.7], [0.2, 1.2, -0.2], [-0.1, 0.1, -0.3], [0.0, 0.1, -0.5], [-0.1, 0.2, 0.1], [0.2, 0.2, 0.1], [-0.2, 0.1, 0.2], [0.3, 0.0, 0.1], [0.0, -0.1, -0.1], [-0.2, 0.0, 0.1], [0.2, -0.1, 0.1], [0.0, -0.1, -0.2], [-0.2, 0.2, 0.3], [0.3, 0.2, 0.3], [0.0, -0.3, 0.5]]
}

---

6.
{
  "formula": "C4H11NO2",
  "method": "ωB97M-V with the def2-TZVPD basis set",
  "homo_ev": -9.33,
  "smiles": "CC(C)NC=O.O",
  "energy_ev": -9909.7781,
  "e_lumo_ev": 0.74,
  "relative_energy_ev": 2.4638,
  "spin_multiplicity": 1,
  "homo_lumo_gap_ev": 10.07,
  "symbols": ["C", "N", "C", "C", "C", "O", "H", "H", "H", "H", "H", "H", "H", "H", "H", "H", "H", "O"],
  "positions_angstrom": [[-0.574, -2.365, 0.363], [0.565, -1.696, 0.646], [-0.675, 0.263, 1.082], [0.733, -0.281, 0.663], [0.879, 0.114, -0.825], [-1.647, -1.861, -0.160], [-0.600, -3.420, 0.585], [1.438, -2.079, 0.738], [-1.267, 0.258, 0.101], [-0.675, 1.353, 1.329], [-1.131, -0.504, 1.754], [1.637, -0.153, 1.274], [1.767, -0.247, -1.014], [0.174, -0.409, -1.476], [1.034, 1.179, -1.120], [-0.553, 3.995, -0.886], [-0.785, 2.769, -1.906], [-0.318, 3.082, -1.149]],
  "atomic_forces_ev_per_a": [[-3.4, 1.7, -2.4], [-1.9, -0.2, 0.1], [0.0, 0.8, -1.0], [-3.1, 1.5, -1.6], [-1.7, 2.3, 0.7], [3.9, -2.0, 1.9], [0.5, -0.6, 0.1], [1.7, -2.4, 0.4], [0.7, -0.2, 1.8], [0.1, -1.1, 0.6], [0.0, 1.5, 0.0], [-0.5, 0.9, 0.0], [4.9, -2.2, -1.8], [-0.2, 0.3, 0.4], [-0.9, -0.6, 0.8], [-0.2, -1.0, -0.8], [-0.8, 0.2, -0.7], [0.9, 0.9, 1.5]]
}

---

7.
{
  "formula": "C10H5BrNO5Yb",
  "method": "ωB97M-V with the def2-TZVPD basis set",
  "homo_ev": [-15.81, -15.81],
  "energy_ev": -123730.5275,
  "e_lumo_ev": [-8.97, -9.21],
  "charge": 2,
  "relative_energy_ev": 0.0000,
  "spin_multiplicity": 2,
  "s_squared": 0.7548,
  "homo_lumo_gap_ev": [6.84, 6.60],
  "symbols": ["O", "C", "Yb", "O", "C", "C", "O", "C", "O", "C", "O", "H", "Br", "C", "C", "C", "C", "N", "C", "H", "H", "H", "H"],
  "positions_angstrom": [[-2.392, -3.244, 2.007], [-2.207, -2.155, 1.655], [-0.233, -0.545, 0.530], [0.365, -4.032, 0.523], [0.112, -2.915, 0.524], [1.794, 0.212, -1.014], [2.729, 0.570, -1.583], [-1.018, 1.546, 0.072], [-1.270, 2.609, -0.303], [-1.605, -0.831, -1.949], [-1.876, -0.837, -3.068], [-2.326, 0.182, 0.777], [3.600, 4.021, 3.121], [2.668, 2.353, 3.215], [2.657, 1.565, 4.373], [1.905, 0.369, 4.316], [1.179, 0.027, 3.135], [1.194, 0.822, 2.035], [1.953, 1.987, 2.024], [3.243, 1.978, 5.197], [1.899, -0.268, 5.212], [0.570, -0.904, 3.044], [1.874, 2.471, 1.024]],
  "atomic_forces_ev_per_a": [[0.1, 4.6, -1.3], [0.1, -4.8, 1.5], [-1.9, 1.9, 1.1], [-1.0, 3.9, 0.0], [1.9, -5.4, -0.4], [3.6, 1.2, -2.3], [-3.8, -1.4, 2.3], [-0.5, 4.0, -2.0], [0.3, -3.2, 1.4], [-0.5, 0.0, -4.1], [0.8, 0.0, 4.3], [1.5, 0.0, -0.3], [-0.3, -0.9, 0.2], [-0.5, 0.8, -2.2], [-0.7, -0.1, -1.5], [-0.1, -0.1, -0.1], [1.0, 1.1, 0.6], [0.5, 0.0, 0.2], [-0.9, -1.9, 0.9], [-0.4, -0.7, 0.1], [-0.2, 0.1, -0.6], [0.4, 0.5, 0.5], [0.6, 0.3, 1.4]]
}